Here is C25H39Br12N2O2PS as an isolated structure in a non-equilibrium geometry from OMol25. Energies are from ωB97M-V with the def2-TZVPD basis set.

Last column: Löwdin charge in e.
Cartesian coordinates (Å):
C -3.7097 2.0456 0.8400  -0.322
P -3.2279 3.8589 0.8770  0.866
C -3.4349 4.6848 -0.7959  -0.324
C -1.4655 4.0279 1.5230  -0.293
C -1.3692 4.3963 2.9456  -0.095
C -0.0114 4.5294 3.5784  -0.581
S 0.2606 4.9818 5.3185  0.700
C 1.1612 4.3111 2.7467  -0.029
C 1.1045 3.9297 1.2866  -0.194
N 2.3219 3.7245 0.6438  0.114
C 2.0992 3.4309 -0.6648  -0.066
C 0.7621 3.3339 -1.3318  -0.190
C 0.7331 3.0218 -2.8784  -0.118
C 0.2628 1.5499 -3.1987  -0.240
O -1.1401 1.5967 -3.5627  -0.081
C -1.9339 0.9910 -2.5813  -0.289
O -1.9568 -0.2191 -2.5455  -0.256
N -0.4183 3.4971 -0.6750  0.151
C -0.2305 3.8051 0.6672  -0.179
H -3.4920 1.5963 1.8546  -0.057
H -3.0240 1.5235 0.1141  -0.017
H -4.7957 1.9668 0.5797  0.046
H -2.8632 4.0828 -1.5548  0.005
H -4.5275 4.6589 -1.0544  0.034
H -3.1072 5.7562 -0.7568  0.042
H -2.2623 4.5710 3.5913  0.090
H 0.2370 6.3521 5.4168  -0.133
H 2.1711 4.4410 3.2225  0.104
H 3.0076 3.2670 -1.3096  0.039
H 0.1755 3.8223 -3.4310  0.129
H 1.8086 3.0979 -3.2316  0.067
H 0.8289 1.2022 -4.1162  0.093
H 0.5080 0.8095 -2.3905  0.108
H -2.5081 1.6235 -1.8408  0.129
Br 3.4292 0.7936 -2.9128  0.711
C 5.1713 1.1801 -3.6890  -0.689
C 5.9469 2.1490 -2.8346  -0.677
Br 5.2909 3.9708 -3.0560  0.633
H 4.9953 1.5435 -4.6996  0.059
H 5.6807 0.2180 -3.7375  0.011
H 6.9912 2.1832 -3.1446  0.059
H 5.8952 1.9205 -1.7721  0.056
Br -3.3381 -0.2420 3.6771  0.667
C -2.6918 -1.9865 3.0964  -0.667
C -1.3454 -1.8795 2.4271  -0.755
Br -1.5087 -1.1896 0.6105  0.675
H -3.4591 -2.4109 2.4521  0.055
H -2.6202 -2.5797 4.0086  0.041
H -0.8940 -2.8638 2.3167  -0.009
H -0.6567 -1.2265 2.9530  -0.019
Br -0.2030 -5.4326 3.7725  0.627
C 1.5269 -5.0492 2.9583  -0.664
C 2.3324 -4.0946 3.8003  -0.678
Br 1.6875 -2.2670 3.6164  0.699
H 1.3275 -4.6757 1.9556  0.055
H 2.0285 -6.0143 2.8886  0.059
H 3.3682 -4.0668 3.4622  0.061
H 2.3075 -4.3317 4.8606  -0.033
Br 4.3001 -1.9370 -4.9842  0.646
C 3.2917 -3.3800 -4.1516  -0.673
C 1.9087 -3.4952 -4.7392  -0.657
Br 0.7252 -2.1009 -4.0668  0.622
H 3.2891 -3.1858 -3.0810  0.054
H 3.8693 -4.2829 -4.3515  0.056
H 1.4427 -4.4329 -4.4362  0.064
H 1.8950 -3.4219 -5.8247  0.056
Br -0.4869 -1.0843 7.0965  0.606
C -1.1260 -2.9232 7.0548  -0.697
C -0.3901 -3.7847 8.0497  -0.673
Br 1.3882 -4.2451 7.4031  0.647
H -1.0234 -3.2716 6.0281  0.011
H -2.1841 -2.8620 7.3102  0.062
H -0.9003 -4.7386 8.1825  0.059
H -0.2618 -3.3088 9.0196  0.052
Br -2.1710 -2.0104 -4.0292  0.759
C -3.5297 -1.9382 -5.4259  -0.633
C -4.0079 -3.3174 -5.8053  -0.697
Br -2.7080 -4.2331 -6.9325  0.589
H -3.0965 -1.3897 -6.2601  0.055
H -4.3463 -1.3552 -4.9979  0.062
H -4.9145 -3.2589 -6.4086  0.053
H -4.1899 -3.9590 -4.9460  0.049

Computed properties:
Kohn-Sham gap = 6.84 eV
Multiplicity = 1
Electronic energy = -32863.55874 Ha
LUMO energy = -0.0190 Ha
HOMO energy = -0.2703 Ha